Record 1
C35H90NO9 | wB97M-V/def2-TZVPD

Positions of all 135 atoms, in Å:
C -1.101 2.020 2.704
C 0.117 1.468 1.970
O 0.825 2.443 1.197
C 1.198 0.941 2.880
N 1.717 2.090 3.699
H -2.017 1.724 2.202
H -1.059 3.112 2.750
H -1.180 1.651 3.730
H -0.197 0.634 1.339
H 0.201 3.006 0.748
H 2.038 0.539 2.317
H 0.820 0.171 3.550
H 2.157 2.788 3.096
H 2.410 1.780 4.383
H 0.951 2.532 4.208
C -1.930 -2.880 -0.963
C -1.318 -1.493 -0.960
O -0.618 -1.174 0.239
C 0.475 -2.028 0.550
C 1.579 -2.028 -0.492
H -2.610 -2.996 -0.119
H -2.492 -3.037 -1.883
H -1.173 -3.664 -0.898
H -2.112 -0.749 -1.033
H -0.667 -1.355 -1.829
H 0.131 -3.047 0.744
H 0.867 -1.651 1.498
H 1.236 -2.410 -1.453
H 2.397 -2.666 -0.158
H 1.963 -1.017 -0.650
C 3.950 3.708 -0.093
C 3.119 2.946 -1.114
O 3.510 3.152 -2.451
C 4.837 2.770 -2.780
C 5.142 1.303 -2.543
H 3.928 4.778 -0.301
H 3.542 3.540 0.906
H 4.992 3.386 -0.088
H 2.084 3.286 -1.073
H 3.109 1.875 -0.870
H 5.561 3.400 -2.251
H 4.931 3.003 -3.840
H 5.074 1.034 -1.486
H 6.157 1.075 -2.869
H 4.448 0.671 -3.099
C -6.283 0.793 4.902
C -5.131 1.402 4.125
O -3.902 0.715 4.292
C -3.866 -0.628 3.832
C -4.069 -0.766 2.332
H -6.046 0.746 5.965
H -7.177 1.402 4.773
H -6.520 -0.215 4.560
H -4.931 2.412 4.483
H -5.389 1.481 3.062
H -4.571 -1.254 4.388
H -2.864 -0.975 4.092
H -5.058 -0.445 2.009
H -3.944 -1.808 2.032
H -3.327 -0.169 1.798
C 8.223 -0.177 0.483
C 8.158 -1.077 -0.740
O 8.554 -0.450 -1.943
C 9.886 0.036 -1.988
C 10.947 -1.032 -1.793
H 7.615 0.717 0.330
H 7.844 -0.713 1.355
H 9.241 0.139 0.709
H 7.126 -1.383 -0.919
H 8.737 -1.992 -0.568
H 10.025 0.849 -1.265
H 9.980 0.475 -2.981
H 10.901 -1.485 -0.802
H 11.937 -0.590 -1.906
H 10.835 -1.823 -2.535
C 1.748 -6.126 -1.258
C 2.271 -5.939 0.156
O 1.295 -5.481 1.079
C 0.171 -6.329 1.261
C 0.510 -7.720 1.763
H 1.316 -5.197 -1.633
H 2.565 -6.419 -1.918
H 0.986 -6.903 -1.315
H 3.042 -5.166 0.161
H 2.744 -6.859 0.515
H -0.419 -6.391 0.339
H -0.444 -5.810 1.997
H 1.108 -8.283 1.046
H -0.408 -8.281 1.936
H 1.064 -7.665 2.701
C -6.842 0.441 -4.059
C -6.367 0.124 -2.653
O -5.008 -0.283 -2.571
C -4.054 0.647 -3.039
C -4.048 1.969 -2.288
H -6.696 -0.412 -4.722
H -7.904 0.683 -4.052
H -6.316 1.295 -4.490
H -6.926 -0.721 -2.253
H -6.553 0.974 -1.985
H -4.165 0.822 -4.115
H -3.094 0.146 -2.900
H -4.981 2.518 -2.415
H -3.240 2.601 -2.660
H -3.897 1.800 -1.220
C 4.049 4.931 7.781
C 4.375 3.450 7.791
O 4.141 2.794 6.547
C 4.878 3.281 5.443
C 6.388 3.221 5.568
H 3.009 5.098 7.495
H 4.198 5.343 8.779
H 4.687 5.493 7.098
H 3.731 2.928 8.497
H 5.407 3.285 8.116
H 4.564 4.301 5.188
H 4.563 2.630 4.618
H 6.754 3.873 6.360
H 6.848 3.545 4.635
H 6.716 2.204 5.784
C -10.255 1.837 -7.491
C -8.952 1.091 -7.716
O -8.694 0.069 -6.769
C -9.651 -0.974 -6.703
C -9.830 -1.742 -8.001
H -10.282 2.269 -6.490
H -10.348 2.643 -8.219
H -11.125 1.189 -7.606
H -8.111 1.777 -7.611
H -8.913 0.692 -8.736
H -10.616 -0.592 -6.351
H -9.272 -1.641 -5.928
H -10.228 -1.115 -8.799
H -10.531 -2.563 -7.848
H -8.879 -2.158 -8.335

Computed properties:
Gap between HOMO and LUMO ... 8.047 eV
E_HOMO ... -10.7916 eV
Charge ... +1
E_LUMO ... -2.7 eV


Record 2
C6H24F4Mn2N12O10P2 | wB97M-V/def2-TZVPD

Positions of all 60 atoms, in Å:
Mn -16.092 13.709 7.548
Mn -16.333 16.117 12.544
O -15.015 13.816 9.263
P -14.534 13.772 10.683
O -15.168 14.635 11.734
F -13.021 13.834 10.866
F -14.820 12.295 11.204
O -16.796 16.620 10.645
P -17.185 16.526 9.204
O -17.057 15.319 8.357
F -16.349 17.630 8.457
F -18.636 17.127 9.196
C -18.890 17.840 5.696
O -18.942 18.037 4.499
N -18.922 16.561 6.227
N -18.873 18.819 6.671
H -18.610 15.877 5.561
H -19.485 16.324 7.037
H -18.976 18.524 7.609
H -18.868 19.782 6.387
C -18.135 20.196 11.047
O -18.052 20.890 12.050
N -19.020 19.151 11.033
N -17.387 20.349 9.916
H -19.189 18.532 10.257
H -19.473 19.094 11.930
H -16.551 20.909 9.958
H -17.442 19.718 9.142
C -21.472 14.938 8.255
O -20.226 14.780 8.240
N -22.066 15.487 9.333
N -22.328 14.576 7.281
H -23.063 15.543 9.403
H -21.449 15.689 10.101
H -22.106 14.375 6.323
H -23.297 14.538 7.534
C -18.698 13.681 12.192
O -17.882 14.629 12.286
N -19.487 13.547 11.110
N -18.881 12.782 13.176
H -20.186 12.828 11.159
H -19.404 14.146 10.301
H -18.188 12.400 13.795
H -19.708 12.216 13.084
C -14.609 20.570 6.926
O -13.679 20.348 7.701
N -15.762 19.850 6.955
N -14.506 21.452 5.876
H -15.647 18.992 7.463
H -16.394 20.025 6.197
H -15.054 21.276 5.058
H -13.583 21.860 5.909
C -14.771 15.841 5.351
O -15.256 14.943 6.097
N -14.285 16.971 5.908
N -14.601 15.679 4.050
H -14.149 17.870 5.478
H -14.204 16.950 6.911
H -14.270 16.503 3.575
H -14.746 14.833 3.529

Computed properties:
Spin multiplicity ... 11
Gap between HOMO and LUMO (spin up / spin down) ... 6.935 / 6.933 eV
E_HOMO (spin up / spin down) ... -13.9786 / -13.9784 eV
Charge ... +2
E_LUMO (spin up / spin down) ... -7.0 / -7.0 eV
Relative energy (zero: lowest compared OMol25 entry of this formula, charge and spin) ... 322.3 kJ/mol